This record from OMol25 describes a molecular structure, C18H26NPtS3Sb. The level of theory is the ωB97M-V functional and the def2-TZVPD basis.

Computed properties:
* <S²>: 0.76
* E_LUMO (alpha / beta): -4.44 / -4.78 eV
* E_HOMO (alpha / beta): -10.407 / -10.339 eV
* energy: -2310.14861 a.u.
* relative energy (zero: lowest compared OMol25 entry of this formula, charge and spin): 13.5 kJ/mol

Structure (ORCA input):
```
! wB97M-V def2-TZVPD RIJCOSX def2/J DEFGRID3
* xyz 1 2
Pt 0.215 0.425 0.304
C -0.773 -0.654 3.523
C -0.562 0.514 2.603
C 0.660 1.207 2.571
C 1.828 0.735 3.385
C 0.801 2.385 1.760
C 2.098 3.137 1.843
C -0.255 2.777 0.924
C -0.135 3.946 -0.013
C -1.505 2.068 0.953
C -2.655 2.579 0.125
C -1.657 0.944 1.772
C -2.924 0.139 1.768
H -0.643 -1.594 2.979
H -1.784 -0.639 3.924
H -0.083 -0.638 4.360
H 1.834 1.237 4.357
H 2.769 0.949 2.887
H 1.791 -0.337 3.547
H 2.926 2.533 1.466
H 2.320 3.361 2.887
H 2.080 4.076 1.303
H -0.650 4.817 0.398
H -0.597 3.718 -0.972
H 0.895 4.225 -0.198
H -2.620 2.193 -0.896
H -2.636 3.664 0.062
H -3.609 2.294 0.560
H -3.579 0.453 2.585
H -2.709 -0.919 1.896
H -3.470 0.252 0.836
S 1.094 -1.863 -3.264
Sb 1.615 -2.564 -1.192
S -0.401 -1.795 0.180
S 2.341 -0.450 0.071
C -1.905 -0.451 -2.381
C -0.669 0.328 -2.624
C -0.289 0.860 -3.893
C 0.812 1.642 -3.700
C 1.124 1.587 -2.322
C 2.260 2.310 -1.709
N 0.196 0.825 -1.681
H -2.605 -0.259 -3.193
H -2.374 -0.211 -1.427
H -1.670 -1.514 -2.365
H -0.817 0.655 -4.809
H 1.381 2.195 -4.428
H 2.259 3.343 -2.062
H 3.193 1.851 -2.043
H 2.256 2.285 -0.624
*
```

***

This record from OMol25 describes 15 unconnected molecules or ions with the total composition C60H90O45 at a distorted geometry. The level of theory is the ωB97M-V functional and the def2-TZVPD basis.

Computed properties:
* E_LUMO: 0.35 eV
* E_HOMO: -10.146 eV
* energy: -5726.31160 a.u.
* relative energy (zero: lowest compared OMol25 entry of this formula, charge and spin): 287.3 kJ/mol

Structure (ORCA input):
```
! wB97M-V def2-TZVPD RIJCOSX def2/J DEFGRID3
* xyz 0 1
C -3.547 -0.663 -4.869
C -3.310 0.261 -3.795
C -4.582 1.016 -3.391
O -4.800 0.713 -1.978
C -3.737 -0.062 -1.506
O -3.659 -0.429 -0.408
O -2.861 -0.378 -2.559
H -2.663 -0.959 -5.344
H -4.191 -0.257 -5.621
H -4.031 -1.507 -4.386
H -2.562 1.002 -4.067
H -5.438 0.756 -4.001
H -4.366 2.086 -3.321
C -7.487 1.024 1.008
C -6.024 0.602 1.084
C -5.207 1.224 2.287
O -4.344 0.184 2.644
C -4.849 -0.989 2.209
O -4.446 -2.102 2.560
O -5.865 -0.848 1.361
H -8.024 0.666 1.909
H -7.950 0.455 0.225
H -7.557 2.079 0.867
H -5.547 0.778 0.114
H -5.823 1.470 3.179
H -4.640 2.126 2.035
C -0.977 1.662 -7.409
C -0.546 0.719 -8.514
C 0.757 0.010 -8.208
O 0.365 -1.103 -7.462
C -0.893 -1.372 -7.730
O -1.604 -2.253 -7.257
O -1.416 -0.419 -8.623
H -0.257 2.557 -7.308
H -1.014 1.186 -6.428
H -1.934 2.098 -7.786
H -0.536 1.233 -9.457
H 1.429 0.664 -7.661
H 1.296 -0.352 -9.015
C 1.651 3.095 3.663
C 0.215 3.269 3.247
C -0.863 2.606 4.161
O -2.004 3.550 4.081
C -1.467 4.761 3.635
O -2.128 5.729 3.488
O -0.145 4.638 3.455
H 2.257 3.576 2.918
H 1.813 2.041 3.681
H 1.855 3.535 4.685
H 0.135 2.992 2.196
H -0.460 2.509 5.160
H -1.182 1.667 3.803
C 5.164 0.111 3.358
C 5.101 0.307 1.859
C 4.065 -0.599 1.080
O 2.918 0.201 0.882
C 3.288 1.503 1.004
O 2.619 2.439 0.614
O 4.495 1.601 1.603
H 5.748 -0.769 3.584
H 4.181 0.035 3.831
H 5.724 0.976 3.763
H 6.076 0.190 1.425
H 3.789 -1.451 1.673
H 4.521 -0.932 0.147
C -4.020 -3.228 5.892
C -2.723 -3.774 5.275
C -1.864 -2.810 4.405
O -0.523 -3.091 4.865
C -0.611 -3.890 5.947
O 0.391 -4.133 6.556
O -1.815 -4.218 6.362
H -3.884 -2.177 6.191
H -4.304 -3.860 6.736
H -4.889 -3.371 5.196
H -3.024 -4.658 4.685
H -2.050 -1.767 4.637
H -1.900 -2.895 3.329
C -1.393 4.982 -3.764
C -1.136 3.793 -2.839
C -0.453 4.128 -1.558
O -1.441 4.161 -0.548
C -2.468 3.399 -0.927
O -3.363 2.947 -0.238
O -2.341 3.187 -2.297
H -1.663 5.796 -3.130
H -2.115 4.753 -4.549
H -0.417 5.245 -4.238
H -0.592 3.024 -3.340
H 0.105 5.063 -1.460
H 0.202 3.315 -1.263
C 4.494 -1.117 7.280
C 3.244 -1.797 6.771
C 1.950 -1.274 7.419
O 1.247 -0.482 6.417
C 1.749 -0.777 5.211
O 1.260 -0.411 4.184
O 2.946 -1.512 5.374
H 5.328 -1.690 6.875
H 4.433 -1.414 8.292
H 4.672 -0.043 7.140
H 3.410 -2.859 6.885
H 2.294 -0.668 8.315
H 1.329 -2.088 7.812
C 3.153 -1.999 -2.370
C 2.385 -0.835 -2.833
C 3.014 0.068 -3.930
O 1.850 0.507 -4.640
C 0.776 -0.280 -4.283
O -0.338 -0.205 -4.747
O 1.221 -1.309 -3.494
H 2.574 -2.467 -1.614
H 4.120 -1.672 -2.024
H 3.307 -2.662 -3.180
H 2.088 -0.282 -1.961
H 3.788 -0.338 -4.634
H 3.443 0.930 -3.438
C 0.212 -5.122 -5.789
C 0.233 -3.859 -4.897
C -1.135 -3.544 -4.338
O -1.269 -4.336 -3.151
C -0.049 -4.612 -2.713
O 0.189 -5.190 -1.669
O 0.878 -4.263 -3.642
H 1.235 -5.434 -5.963
H -0.326 -4.854 -6.731
H -0.390 -5.884 -5.340
H 0.792 -2.942 -5.205
H -1.950 -3.857 -5.002
H -1.126 -2.513 -4.038
C 0.893 -5.463 3.062
C 1.937 -4.504 3.733
C 2.947 -5.284 4.554
O 4.164 -4.546 4.284
C 3.999 -3.753 3.210
O 4.857 -3.013 2.729
O 2.750 -3.868 2.727
H 0.421 -4.892 2.264
H 0.128 -5.747 3.784
H 1.221 -6.385 2.682
H 1.513 -3.659 4.242
H 2.921 -6.268 4.150
H 2.813 -5.428 5.620
C 3.841 3.466 -1.857
C 3.808 3.936 -3.299
C 4.620 3.065 -4.234
O 3.738 2.670 -5.235
C 2.546 3.284 -5.103
O 1.799 3.303 -6.035
O 2.469 3.888 -3.933
H 3.324 2.489 -1.763
H 3.287 4.083 -1.131
H 4.912 3.443 -1.538
H 4.117 4.974 -3.433
H 5.053 2.117 -3.755
H 5.423 3.691 -4.636
C -5.322 -4.230 -1.731
C -3.851 -4.533 -1.276
C -3.182 -3.341 -0.575
O -2.476 -4.005 0.547
C -3.238 -5.077 0.822
O -3.096 -5.639 1.876
O -3.950 -5.479 -0.214
H -5.282 -3.337 -2.302
H -5.958 -4.062 -0.880
H -5.711 -5.064 -2.331
H -3.257 -4.976 -2.025
H -3.961 -2.728 -0.133
H -2.549 -2.641 -1.103
C 3.104 7.153 3.522
C 2.044 7.213 2.472
C 1.863 8.549 1.815
O 1.805 8.249 0.376
C 2.465 7.090 0.221
O 2.986 6.753 -0.811
O 2.390 6.379 1.378
H 3.180 6.099 3.812
H 2.985 7.888 4.328
H 4.051 7.427 3.090
H 1.137 7.006 2.982
H 2.681 9.205 2.030
H 0.930 8.964 2.101
C 0.426 -2.395 1.187
C -0.617 -1.368 0.680
C -0.514 0.069 1.293
O -0.371 1.008 0.169
C -0.262 0.294 -0.925
O -0.143 0.778 -2.022
O -0.288 -1.038 -0.719
H 0.172 -2.485 2.271
H 1.385 -1.924 1.135
H 0.413 -3.389 0.672
H -1.608 -1.796 0.746
H 0.339 0.158 1.964
H -1.481 0.330 1.821
*
```

***

This record from OMol25 describes 2 unconnected molecules or ions with the total composition C21H38BNO9PS at a distorted geometry. The level of theory is the ωB97M-V functional and the def2-TZVPD basis.

Computed properties:
* E_LUMO: 0.89 eV
* E_HOMO: -3.853 eV
* energy: -2319.23439 a.u.

Structure (ORCA input):
```
! wB97M-V def2-TZVPD RIJCOSX def2/J DEFGRID3
* xyz -1 1
C 4.875 -3.249 -0.568
C 4.298 -2.149 -1.018
C 4.687 -0.852 -0.405
O 5.779 -0.638 0.018
O 3.695 0.044 -0.220
C 2.942 0.449 -1.389
C 1.686 1.179 -0.955
C 1.175 2.133 -2.054
C -0.298 1.889 -2.383
C -1.264 2.151 -1.214
C -2.498 1.256 -1.278
P -2.211 -0.493 -0.512
C -3.001 0.112 1.234
S -1.876 0.425 2.528
O -2.590 0.719 3.760
O -0.849 1.366 2.149
N -3.825 -1.026 -1.119
C -4.724 -1.945 -0.490
C -4.810 -3.336 -1.149
C -5.637 -3.319 -2.429
B -1.666 -2.252 0.206
O -2.153 -2.784 1.386
C -0.521 -3.059 -0.549
C -0.970 -3.707 -1.864
H 5.700 -3.187 0.129
H 4.527 -4.226 -0.872
H 3.551 -2.198 -1.794
H 3.571 1.107 -1.994
H 2.680 -0.420 -1.991
H 0.906 0.471 -0.679
H 1.928 1.742 -0.052
H 1.325 3.174 -1.763
H 1.762 1.950 -2.961
H -0.391 0.841 -2.684
H -0.604 2.478 -3.253
H -1.552 3.207 -1.255
H -0.728 2.002 -0.275
H -2.713 1.065 -2.338
H -3.394 1.730 -0.875
H -1.551 -0.902 -1.781
H -0.891 -0.056 -0.011
H -3.524 1.067 1.181
H -3.672 -0.629 1.668
H -1.320 -0.793 2.728
H -4.072 -0.784 -2.065
H -4.538 -2.089 0.572
H -5.757 -1.555 -0.543
H -3.803 -3.690 -1.383
H -5.255 -4.048 -0.445
H -5.169 -2.693 -3.191
H -6.631 -2.909 -2.232
H -5.771 -4.319 -2.845
H -1.655 -3.568 1.646
H 0.260 -2.323 -0.777
H -0.040 -3.799 0.106
H -0.136 -3.872 -2.549
H -1.701 -3.080 -2.373
H -1.450 -4.673 -1.686
C 2.687 2.950 4.103
C 3.049 4.191 4.445
C 3.940 5.038 3.576
O 4.198 6.162 3.981
C 4.433 4.482 2.339
C 4.077 3.236 1.981
C 3.169 2.388 2.850
O 2.901 1.274 2.456
O 4.481 2.664 0.865
O 2.664 4.794 5.568
H 2.043 2.336 4.717
H 5.080 5.097 1.728
H 4.068 1.774 0.805
H 3.072 5.681 5.539
*
```